[1]
Computed, not measured: a molecular structure, C37H44CuN8OPSeTe, with wB97M-V/def2-TZVPD.

As for the lowest unoccupied orbital energy: 2.10 eV. As for the expectation value of S²: 0.7550. The frontier orbital gap is 5.85 eV. For the total energy, the calculation gives -179619.791 eV. The spin multiplicity is 2. The calculation puts the HOMO energy at -3.755 eV. As for the charge: -1. The calculation puts the relative energy (zero: lowest compared OMol25 entry of this formula, charge and spin) at 1.256 eV.

Last column: Löwdin charge in e.
Positions of all 94 atoms, in Å:
1 Cu -0.62606 -0.22496 -0.03718  0.46
2 C 4.95093 0.47139 -0.04650  -0.07
3 N 3.62031 0.56236 0.50020  -0.11
4 C 3.40612 0.42023 1.94252  -0.15
5 C 1.87831 0.18923 1.99877  -0.15
6 N 1.47742 -0.12192 0.64141  0.08
7 C 2.46509 0.12064 -0.12625  -0.43
8 P 2.25318 0.10583 -1.97630  1.19
9 C 1.16440 -1.33768 -2.13881  -0.47
10 N -0.03733 -1.42381 -1.60810  0.03
11 C -0.61347 -2.55923 -2.08309  -0.10
12 C 0.26066 -3.17187 -2.93423  -0.05
13 N 1.38182 -2.38918 -2.97000  -0.12
14 C 2.56192 -2.63054 -3.77540  -0.04
15 C 0.93694 1.35816 -2.05139  -0.48
16 N -0.11004 1.43241 -1.25283  0.03
17 C -0.90195 2.42945 -1.73030  -0.11
18 C -0.32343 2.97272 -2.83879  -0.08
19 N 0.83825 2.28785 -3.03823  -0.13
20 C 1.70515 2.43407 -4.19120  -0.04
21 H 5.47022 -0.42949 0.30509  0.08
22 H 5.54284 1.34069 0.24544  0.08
23 H 4.90376 0.44158 -1.13403  0.05
24 H 4.08392 -0.33499 2.35748  0.15
25 H 1.49639 -0.53622 2.71240  0.16
26 H -1.61562 -2.83947 -1.80775  0.12
27 H 0.17562 -4.06205 -3.53169  0.12
28 H 2.44913 -3.59019 -4.27253  0.09
29 H 3.45545 -2.66005 -3.15342  0.08
30 H 2.67380 -1.85443 -4.53156  0.09
31 H -1.83666 2.67971 -1.25794  0.12
32 H -0.65825 3.73118 -3.52323  0.12
33 H 1.57822 3.43365 -4.59955  0.09
34 H 1.43940 1.70044 -4.95347  0.07
35 H 2.74403 2.29936 -3.89791  0.07
36 C -2.01890 -1.10615 3.42370  -0.06
37 C -1.55491 -0.67069 2.04723  -0.74
38 O -1.47405 -1.61797 1.13214  -0.16
39 N -1.19756 0.52234 1.72084  -0.14
40 Te -1.24028 2.40213 3.47198  1.47
41 C -1.07915 3.83597 5.13682  -0.40
42 C -0.11874 4.85643 5.19021  -0.30
43 C 0.90723 5.02908 4.10093  -0.07
44 C -0.10380 5.75612 6.25629  -0.03
45 C -1.03452 5.69079 7.28127  -0.29
46 C -0.99556 6.65428 8.43919  -0.06
47 C -2.00217 4.69810 7.21030  -0.04
48 C -2.03914 3.77813 6.16454  -0.32
49 C -3.13985 2.74391 6.18245  -0.10
50 C 0.78220 1.78166 3.71536  -0.38
51 C 1.68185 1.67341 2.49757  -0.37
52 C 1.32531 2.64930 1.38597  -0.07
53 C 3.23590 1.71733 2.76392  -0.14
54 C 3.65416 1.49793 4.17958  -0.26
55 C 5.12982 1.45505 4.44473  -0.05
56 C 2.73624 1.33759 5.12928  0.00
57 C 1.28140 1.50357 4.93420  -0.30
58 C 0.47545 1.39857 6.20047  -0.07
59 H -2.16939 -2.18483 3.43002  0.07
60 H -2.95287 -0.60825 3.68700  0.06
61 H -1.28024 -0.83043 4.17932  0.05
62 H 0.41775 5.08268 3.12704  0.06
63 H 1.60004 4.18468 4.06636  0.07
64 H 1.48526 5.94200 4.25391  0.07
65 H 0.65236 6.53643 6.27566  0.11
66 H -0.33672 7.49699 8.22683  0.07
67 H -0.62865 6.16636 9.34584  0.08
68 H -1.98906 7.04830 8.66109  0.07
69 H -2.75175 4.63157 7.99464  0.11
70 H -3.64870 2.74420 7.14743  0.07
71 H -2.75513 1.74224 5.98600  0.04
72 H -3.88639 2.94289 5.41000  0.07
73 H 0.31843 2.46755 1.02003  0.02
74 H 2.02452 2.56656 0.55167  0.08
75 H 1.38807 3.66929 1.76958  0.07
76 H 3.74627 2.58720 2.33146  0.15
77 H 5.60044 2.39412 4.13616  0.08
78 H 5.61918 0.65733 3.87770  0.07
79 H 5.33949 1.29793 5.50283  0.07
80 H 3.06785 1.14839 6.14729  0.11
81 H 0.91260 0.63603 6.85096  0.08
82 H -0.55803 1.12782 5.98725  0.04
83 H 0.46052 2.34092 6.75487  0.08
84 Se -1.30339 -0.00315 -4.64796  0.43
85 C -2.90099 -0.79654 -4.05073  -0.77
86 C -3.36378 -2.02203 -4.55260  -0.16
87 C -4.54143 -2.56933 -4.07577  -0.20
88 N -5.30973 -2.01541 -3.13395  0.02
89 C -4.86550 -0.85405 -2.64669  -0.18
90 C -3.70443 -0.22081 -3.05737  -0.14
91 H -2.79831 -2.53431 -5.32068  0.08
92 H -4.89209 -3.51711 -4.47642  0.09
93 H -5.47624 -0.39974 -1.87180  0.09
94 H -3.41245 0.71798 -2.60389  0.08

Forces on atoms 1 to 3 (eV/Å):
-0.057 0.114 0.321
-0.042 -0.042 0.019
-0.035 0.085 -0.072

=====

[2]
Computed, not measured: 5 unconnected molecules or ions with the total composition C5H19NO5, with wB97M-V/def2-TZVPD.

As for the lowest unoccupied orbital energy: 0.37 eV. Its SMILES is CC(C)N(C)C=O.O.O.O.O. The frontier orbital gap is 10.29 eV. For the total energy, the calculation gives -17220.285 eV. The calculation puts the HOMO energy at -9.921 eV. As for the charge: 0. The calculation puts the relative energy (zero: lowest compared OMol25 entry of this formula, charge and spin) at 0.976 eV.

Last column: Löwdin charge in e.
Positions of all 30 atoms, in Å:
1 C -0.24337 -1.45126 -0.72279  -0.33
2 N 0.56262 -0.41575 -0.31664  -0.11
3 C 0.69152 0.68526 -1.27808  -0.05
4 C 1.84994 0.90567 1.27275  -0.05
5 C 0.53847 0.09002 1.08533  -0.36
6 C 0.38308 -0.97060 2.14726  -0.08
7 O -0.82725 -2.22950 -0.01071  0.04
8 H -0.28962 -1.58256 -1.81365  0.13
9 H 0.25946 1.64449 -0.98048  0.08
10 H 1.75072 0.94579 -1.34570  0.08
11 H 0.26359 0.39633 -2.22906  0.08
12 H 2.17000 0.78942 2.30489  0.08
13 H 2.67251 0.49142 0.68786  0.07
14 H 1.68509 1.93375 0.96637  0.05
15 H -0.24156 0.81668 1.28716  0.14
16 H 0.99119 -1.87083 2.23793  0.08
17 H -0.61949 -1.39878 2.19319  0.07
18 H 0.50932 -0.45919 3.10727  0.08
19 H -3.23910 0.18050 -1.58460  -0.01
20 H -2.50495 -0.44567 -2.70158  0.02
21 O -3.09887 0.29958 -2.54002  -0.06
22 H 0.63231 4.24454 -1.09159  0.04
23 H 1.99328 3.67322 -0.47625  0.02
24 O 1.17450 4.13599 -0.31068  -0.05
25 H 3.49596 -1.60751 1.03589  0.03
26 H 2.38355 -1.69198 -0.01922  0.01
27 O 2.99228 -2.22939 0.50643  -0.05
28 H -3.75910 -0.68717 0.24632  0.05
29 H -3.38484 0.46982 1.21374  0.04
30 O -3.77417 0.26760 0.36769  -0.04

Forces on atoms 1 to 3 (eV/Å):
-0.141 -0.217 0.273
-1.269 1.111 0.238
0.984 0.184 0.036